Entry 1:
Below is C13H34FNO5Pd as an isolated structure in a non-equilibrium geometry, with properties calculated with ωB97M-V with the def2-TZVPD basis set.

XYZ file:
```
55
Properties=species:S:1:pos:R:3:forces:R:3:mulliken_spin:R:1
Pd -21.047143 -13.209563 18.011020 0.7 -0.2 -0.4 0.93
C -23.888922 -16.962716 18.944082 0.2 0.1 -0.4 0.00
C -23.048343 -17.289234 17.702831 -1.0 -0.5 0.4 0.00
C -23.775879 -18.518465 17.034033 1.6 0.3 -1.9 0.00
C -23.230215 -18.791494 15.613307 -0.2 1.9 0.2 0.00
C -23.347702 -17.509731 14.774911 0.6 0.4 0.6 0.00
C -22.613884 -16.233751 15.384017 -1.0 -0.2 -2.4 0.00
N -23.030028 -16.073989 16.804515 2.4 2.0 1.1 0.42
O -22.510813 -14.950459 17.394175 -2.0 -3.3 -1.4 0.49
C -23.103058 -15.007385 14.529175 0.0 0.4 0.6 0.01
C -21.080124 -16.306902 15.140778 -0.6 0.1 1.0 0.03
C -21.647907 -17.667464 18.182924 0.4 0.0 1.2 0.03
H -23.356091 -16.252596 19.574836 -0.2 0.0 0.1 0.00
H -24.055449 -17.903279 19.468735 0.0 0.1 0.2 0.00
H -24.859785 -16.575382 18.636255 0.0 0.2 0.1 0.00
H -24.841732 -18.381376 16.853611 -0.1 0.1 0.8 0.00
H -23.506743 -19.453613 17.524753 -0.6 0.3 0.9 0.00
H -23.843808 -19.553508 15.134327 0.5 -0.4 0.0 0.00
H -22.162777 -19.008380 15.672729 -0.1 -0.6 -0.2 0.00
H -24.387256 -17.229065 14.598728 -0.1 -0.1 0.1 0.00
H -22.906123 -17.741852 13.804893 0.0 0.4 -0.1 0.00
H -22.657563 -14.896102 13.539000 0.6 -0.6 0.2 0.00
H -22.821907 -14.103520 15.071767 -0.1 0.1 0.0 0.00
H -24.163581 -14.947975 14.278413 -0.2 -0.3 0.7 0.00
H -20.928914 -16.681133 14.129760 0.2 -0.2 0.1 0.00
H -20.620348 -16.915940 15.916545 0.3 -0.2 -0.4 0.00
H -20.619601 -15.321544 15.217532 -0.1 0.1 0.1 0.00
H -21.116992 -16.884640 18.730790 -0.1 0.8 -0.9 0.00
H -20.965246 -18.112048 17.462771 -0.2 -0.1 0.0 -0.01
H -21.734171 -18.286968 19.080391 -0.4 -0.9 -0.5 0.00
F -19.804450 -12.828778 16.313612 0.2 0.1 -0.2 0.05
C -16.637189 -13.736130 17.534048 0.4 1.8 -0.6 0.00
O -17.407607 -14.482831 16.641713 -0.2 -1.3 0.2 0.00
H -17.177527 -12.852738 17.886185 -0.2 -0.1 0.2 0.00
H -16.243452 -14.251230 18.409424 -0.3 -0.6 -0.2 0.00
H -15.791903 -13.313944 16.981164 0.3 -0.1 0.2 0.00
H -18.021488 -13.922294 16.155197 -0.1 0.4 0.4 0.00
C -23.013222 -10.663408 17.996317 -1.4 -0.1 1.1 0.00
O -22.369673 -11.681283 17.245752 -0.5 1.0 0.2 0.04
H -24.048897 -10.535063 17.672604 0.1 0.2 -0.6 0.00
H -23.183814 -10.983752 19.026009 0.5 -0.4 0.0 0.00
H -22.542924 -9.683749 18.078304 0.5 -0.2 -0.6 0.00
H -22.055348 -11.247014 16.438461 0.7 0.0 -0.4 0.00
C -18.795031 -14.016617 13.129781 -1.2 0.3 0.8 0.00
O -18.643411 -12.745280 13.728163 0.4 0.6 -0.4 0.00
H -19.868420 -14.178824 12.980176 -0.1 -0.3 -0.1 0.00
H -18.353695 -14.056406 12.136239 0.5 0.0 0.3 0.00
H -18.462008 -14.737635 13.879061 0.4 -0.6 -0.7 0.00
H -19.082318 -12.799948 14.586712 -0.2 0.1 0.3 0.00
C -21.392059 -10.617940 13.973666 -0.2 -0.5 -1.1 0.00
O -20.854529 -10.332347 15.232690 -0.3 0.9 0.7 0.00
H -20.683587 -10.536848 13.146348 0.5 -0.5 0.3 0.00
H -21.864831 -11.602872 14.002443 0.1 -0.2 -0.4 0.00
H -22.153841 -9.916393 13.628009 -0.2 0.3 0.9 0.00
H -20.139591 -10.937200 15.474750 0.0 -0.4 -0.2 0.00
```
Forces are in eV/Å.

Summary:
* energy: -1174.225682 Eh
* largest force on an atom: 4.09 eV/A
* multiplicity: 3
* energy relative to the best compared isomer or geometry (same formula, charge and spin): 96.0 kJ/mol
* HOMO (alpha / beta): -8.95 / -8.64 eV
* Kohn-Sham gap (alpha / beta): 8.817 / 7.872 eV

---

Entry 2:
Below is C13H35B3N12O12S2 as an isolated structure in a non-equilibrium geometry, with properties calculated with ωB97M-V with the def2-TZVPD basis set.

XYZ file:
```
77
Properties=species:S:1:pos:R:3:forces:R:3:lowdin_charge:R:1
C -0.209546 0.204456 1.081834 0.3 0.0 -1.0 0.05
B 0.309388 0.595079 -0.389222 -0.5 0.0 1.5 -0.50
O 1.286115 1.628089 -0.564598 -1.8 -1.0 -2.0 0.22
B 1.326965 1.841674 -1.978808 1.1 -0.1 0.0 -0.45
C 0.967726 3.247205 -2.652822 -0.1 0.2 0.5 -0.04
C 0.635027 4.373730 -1.567925 0.0 -0.3 -1.0 -0.19
C -0.854535 4.146835 -1.144403 -0.1 0.1 -0.4 -0.22
S -1.589588 5.541537 -0.219296 -0.6 2.3 2.1 0.65
O -1.228447 6.844618 -0.740529 0.0 -1.7 -0.6 -0.29
O -1.393933 5.420583 1.217797 -0.2 -0.9 -1.5 -0.31
O -3.234755 5.396721 -0.441424 2.0 -0.9 -0.7 -0.17
O 1.675542 0.697483 -2.751677 -2.0 -0.2 0.9 0.26
B 0.729114 -0.330418 -2.487138 0.3 -0.3 -0.5 -0.46
C 0.665190 -1.746171 -3.277752 0.2 0.7 0.2 -0.10
C -0.759541 -1.785747 -3.999622 1.3 0.5 0.3 -0.45
S -1.800228 -3.217424 -3.507149 -0.4 0.1 0.6 0.94
C -2.264915 -2.994877 -1.790951 -1.2 1.1 1.8 -0.60
N -3.452348 -2.696833 -1.250909 0.9 -0.4 -2.2 0.03
N -3.372542 -2.592747 0.111370 3.5 -0.8 -0.2 0.05
C -2.074920 -2.821831 0.357072 -0.8 0.0 -0.1 -0.14
O -1.348031 -3.094395 -0.753067 -0.7 0.2 -0.2 0.00
O -0.264739 -0.098779 -1.489110 2.2 0.7 -0.2 0.23
H -0.898646 1.012105 1.441738 0.6 -0.7 0.0 0.09
H 0.640449 0.037322 1.788563 -1.0 0.4 -0.5 0.05
H -0.763871 -0.759521 0.998451 0.3 1.0 0.3 0.04
H 1.767822 3.598246 -3.361313 -0.6 -0.4 0.7 0.13
H 0.058027 3.102295 -3.306699 0.9 0.0 0.5 0.13
H 0.756093 5.348614 -2.103793 -0.4 -0.6 0.8 0.12
H 1.357936 4.335242 -0.721185 -0.7 0.0 -0.5 0.13
H -1.448156 4.058820 -2.097353 0.4 0.1 1.0 0.11
H -1.021250 3.232962 -0.517626 0.2 0.9 -0.5 0.12
H -3.303906 5.135648 -1.384228 -0.5 0.3 0.5 0.08
H 1.507420 -1.843962 -4.013115 -0.8 0.1 0.5 0.10
H 0.783840 -2.580959 -2.535733 -0.3 0.7 -0.7 0.10
H -0.553293 -1.897039 -5.092920 -0.6 -0.3 0.9 0.09
H -1.259898 -0.795179 -3.873234 -0.1 -1.0 0.0 0.09
H -1.481249 -2.829254 1.292339 -0.9 0.1 -0.5 0.13
C 4.484771 0.545409 1.598461 -0.1 0.1 -0.1 -0.69
O 5.063208 1.051316 0.651109 0.0 0.0 0.0 0.02
N 3.127982 0.528565 1.709713 -0.2 0.0 -0.2 0.17
N 5.146379 -0.050036 2.633008 0.3 -0.1 0.1 0.14
H 2.643267 0.114743 2.484713 0.0 0.0 0.0 0.09
H 2.598447 0.958339 0.968066 0.1 0.0 0.1 0.07
H 6.149618 -0.060863 2.593100 -0.1 0.0 0.0 0.10
H 4.681405 -0.468511 3.416515 0.0 0.0 0.0 0.09
C -0.356300 3.578937 5.084195 -0.1 -0.1 0.1 -0.70
O -0.211363 2.809669 6.020647 0.1 0.0 0.0 0.01
N -1.408421 3.505878 4.223867 -0.3 -0.1 -0.2 0.16
N 0.524053 4.584217 4.812291 0.3 0.2 0.1 0.15
H -1.533264 4.135930 3.451206 0.0 0.0 0.0 0.07
H -2.084831 2.780766 4.382437 0.1 0.1 0.0 0.10
H 1.317604 4.678658 5.419815 -0.1 0.0 0.0 0.10
H 0.413278 5.221206 4.044764 0.0 0.0 0.0 0.09
C 4.127243 -0.713126 -6.514219 0.0 0.2 0.0 -0.70
O 3.645631 0.257137 -7.071027 0.0 -0.1 0.0 0.03
N 4.209214 -0.819381 -5.157244 -0.1 0.1 0.3 0.15
N 4.628454 -1.782278 -7.197991 0.1 -0.2 -0.3 0.14
H 4.605021 -1.613515 -4.690338 0.0 0.1 0.0 0.09
H 3.853236 -0.054169 -4.610206 0.0 -0.1 0.0 0.10
H 4.588926 -1.747237 -8.200786 0.0 0.0 0.1 0.10
H 5.027137 -2.585713 -6.750218 0.0 0.0 0.0 0.09
C 0.466003 -2.847939 3.760111 -0.1 0.0 0.2 -0.67
O -0.009177 -1.877381 3.189089 0.1 -0.2 -0.1 0.02
N 0.527076 -2.943644 5.114849 0.0 0.2 0.2 0.16
N 0.977294 -3.920712 3.090365 0.0 -0.1 -0.3 0.15
H 0.914004 -3.734045 5.595210 0.0 0.0 0.0 0.10
H 0.160602 -2.174424 5.648621 0.0 -0.1 0.0 0.11
H 0.953627 -3.892649 2.086678 0.1 0.0 0.1 0.10
H 1.368919 -4.721596 3.549350 0.0 0.0 0.0 0.10
C -6.066842 -4.201193 2.355360 0.2 0.1 -0.1 -0.70
O -5.462184 -3.379102 3.020247 -0.1 -0.1 0.1 0.02
N -7.148405 -4.884655 2.835512 -0.3 -0.1 0.3 0.14
N -5.722354 -4.515644 1.075132 0.2 -0.1 -0.2 0.15
H -7.654449 -5.563334 2.298873 0.0 0.0 0.0 0.09
H -7.438930 -4.685341 3.775686 0.0 0.0 -0.1 0.10
H -4.930258 -4.035784 0.677407 -0.1 0.1 0.1 0.05
H -6.215411 -5.191596 0.523110 0.0 0.0 0.0 0.09
```
Forces are in eV/Å.

Summary:
* energy: -2947.665986 Eh
* largest force on an atom: 3.59 eV/A
* multiplicity: 1
* energy relative to the best compared isomer or geometry (same formula, charge and spin): 136.9 kJ/mol
* HOMO: -9.58 eV
* Kohn-Sham gap: 9.586 eV